# 1
The following is a DFT calculation (ωB97M-V/def2-TZVPD) of the ion C5H9ClN3O with charge +1 at a distorted geometry.

Each line ends with the Mulliken charge.
Atoms and positions in Å:
C (0.2353, 0.0292, 0.1092)  -0.58
N (-0.6856, -0.7806, -0.3924)  0.43
H (-1.2305, 2.2519, -1.2451)  0.31
N (0.9044, -2.4770, -0.4540)  -0.30
H (1.8069, 1.4100, 1.5950)  0.43
H (-0.6433, 3.4821, -0.0394)  0.29
H (1.6025, -1.7989, -0.6651)  0.34
Cl (-2.5754, -1.4721, -1.8637)  -0.11
C (-0.5824, 2.4333, -0.3761)  -0.81
C (0.2395, 1.5171, 0.2164)  1.03
H (1.2141, -3.2121, 0.1062)  0.24
C (-0.3635, -2.1226, -0.2285)  0.56
N (-1.8378, -0.3429, -0.9185)  -0.53
C (1.3329, 2.0927, 0.9741)  -1.55
H (0.8626, -0.5263, 0.8246)  0.46
H (1.0386, 2.9687, 1.6112)  0.40
H (1.9774, 2.5039, 0.2701)  0.34
H (-2.1396, -2.9054, 0.3265)  0.44
O (-1.1560, -3.0511, 0.1496)  -0.40

Summary:
Max |F|: 3.97 eV Å⁻¹
Total energy: -24359.345 eV
HOMO (alpha / beta): -0.436 / -0.458 hartree
LUMO energy (alpha / beta): -5.6 / -5.3 eV
Kohn-Sham gap (alpha / beta): 6.30 / 7.17 eV
Molar mass: 162.6 g mol⁻¹
2S+1: 1
Energy relative to the best compared isomer or geometry (same formula, charge and spin): 290.8 kJ/mol
Total charge: +1

***

# 2
The following is a DFT calculation (ωB97M-V/def2-TZVPD) of a cluster of 2 separate species, CH3FOS in total at a distorted geometry.

Each line ends with the Mulliken charge.
Atoms and positions in Å:
H (-1.2510, -0.4181, 0.7933)  0.35
H (-1.1439, 0.7487, -0.6194)  0.35
S (0.8713, 0.9338, 0.4970)  0.72
C (-0.6845, -0.0439, -0.0526)  -0.80
O (1.2393, 1.7164, -0.6513)  -0.30
H (-0.2973, -0.9301, -0.5251)  0.34
F (1.2662, -2.0069, 0.5582)  -0.67

Summary:
Max |F|: 3.46 eV Å⁻¹
Total energy: -16681.367 eV
HOMO (alpha / beta): -0.363 / -0.363 hartree
LUMO energy (alpha / beta): -3.8 / -3.8 eV
Kohn-Sham gap (alpha / beta): 6.09 / 6.08 eV
Molar mass: 82.1 g mol⁻¹
2S+1: 1
Energy relative to the best compared isomer or geometry (same formula, charge and spin): 397.5 kJ/mol
Total charge: 0

***

# 3
The following is a DFT calculation (ωB97M-V/def2-TZVPD) of a structure of composition C32H22BBrN8O6Pt at a distorted geometry.

Each line ends with the Mulliken charge.
Atoms and positions in Å:
H (-0.2241, -3.4919, 1.2871)  0.33
B (-0.9912, 3.4647, -1.5222)  0.09
C (0.2459, 0.6873, -3.4878)  -0.37
N (0.1276, 2.4177, 0.4663)  -0.34
H (1.5883, 4.7265, 2.2439)  0.45
N (-2.3423, 2.8264, -1.1287)  0.06
H (-2.1733, -1.5662, 0.6289)  0.49
H (4.1993, -0.1767, -3.8593)  0.53
H (1.1216, 2.0252, 2.2725)  0.47
O (-0.2677, -1.5468, -0.8231)  -0.95
H (-2.9745, -3.8280, 0.2853)  0.56
C (-3.5639, 3.3853, -1.2156)  -0.11
C (3.0975, -3.8878, 1.8214)  0.58
O (4.7615, 2.9451, -1.6578)  -0.62
C (4.1293, -4.8762, 1.7760)  -0.09
N (-0.2986, 2.5534, -2.5536)  0.30
H (-3.6996, 4.3806, -1.6044)  0.44
C (0.7955, -3.2611, 1.5634)  -0.38
H (-4.4060, -1.3247, 4.2905)  0.58
N (-0.2203, 1.2241, -2.3683)  -0.28
C (1.0473, 4.1373, 1.5255)  -1.22
H (-1.1589, 4.5556, -1.9681)  -0.14
H (1.8611, -0.1404, 0.4635)  0.10
H (-4.0731, 0.4232, 0.0139)  0.59
O (1.0341, -3.2594, -1.4439)  -0.72
C (2.2214, -0.0567, -0.5492)  0.65
C (3.6322, -0.1541, -2.9403)  -0.51
C (-2.8187, -1.9997, 1.3789)  -0.12
C (-4.0910, -1.8850, 3.4216)  -0.59
N (-0.1220, 3.5231, -0.2465)  0.13
H (0.3346, 5.5702, -0.0358)  0.48
H (0.1603, 3.8781, -4.1376)  0.51
C (0.8490, -2.0764, -1.2171)  0.44
C (-3.2893, -3.2855, 1.1670)  -1.00
C (-3.7272, 1.3597, -0.3875)  -0.29
C (-2.8474, 0.1225, 2.8180)  0.10
C (-4.4879, 2.4770, -0.7485)  -1.27
H (2.6772, -0.6388, 2.6628)  0.47
Br (-5.7853, -3.9407, 4.4070)  -0.19
C (3.1163, 0.9537, -0.8550)  -0.58
C (0.4250, 4.5776, 0.3713)  -0.11
O (5.2953, 1.9296, -3.4603)  -0.64
C (0.4931, 1.6914, -4.4272)  -1.32
H (1.5540, -5.2171, 1.1474)  0.47
C (1.7824, -4.2160, 1.4846)  -0.72
N (4.9723, -5.6569, 1.7607)  -0.50
N (4.6729, 2.0057, -2.4231)  1.03
H (4.4500, -2.3383, 2.4470)  0.48
Pt (-0.3945, 0.5206, -0.2900)  3.08
C (1.1053, -1.9571, 1.9890)  0.69
C (3.4225, -2.5887, 2.2224)  -0.79
O (-1.6900, 0.6664, 2.2978)  -0.45
C (-4.5563, -3.1626, 3.1876)  -0.15
O (-3.5083, 0.8360, 3.5071)  -0.57
C (0.1341, 2.8601, -3.7866)  -0.17
C (2.4329, -1.6375, 2.3261)  -0.15
H (3.3148, 1.7570, -0.1600)  0.58
C (-4.1625, -3.8772, 2.0664)  -0.40
H (-4.5548, -4.8686, 1.8872)  0.44
N (-2.4399, 1.5887, -0.6181)  -0.18
C (0.0934, -0.9897, 2.0630)  0.50
C (-3.2090, -1.2923, 2.5162)  0.78
C (3.7921, 0.9263, -2.0731)  -0.72
H (0.8792, 1.5718, -5.4238)  0.44
C (2.7417, -1.1626, -2.6243)  -0.61
C (0.8297, 2.7618, 1.5419)  -0.33
H (2.5933, -1.9924, -3.3025)  0.50
C (-0.7101, -0.0833, 1.7546)  -1.14
C (2.0025, -1.0998, -1.4528)  0.18
H (0.3573, -0.3782, -3.5861)  0.77
H (-5.5566, 2.5850, -0.6859)  0.41

Summary:
Max |F|: 1.96 eV Å⁻¹
Total energy: -131708.560 eV
HOMO (alpha / beta): -0.287 / -0.291 hartree
LUMO energy (alpha / beta): -2.3 / -2.4 eV
Kohn-Sham gap (alpha / beta): 5.47 / 5.57 eV
Molar mass: 900.4 g mol⁻¹
2S+1: 1
Energy relative to the best compared isomer or geometry (same formula, charge and spin): 258.8 kJ/mol
Total charge: 0

***

# 4
The following is a DFT calculation (ωB97M-V/def2-TZVPD) of a structure of composition C24H43Cl2N4O4PtSeSi at a distorted geometry.

Each line ends with the Mulliken charge.
Atoms and positions in Å:
C (1.4527, -3.6064, -1.5749)  -0.16
H (-0.5165, 2.7353, -3.8840)  0.14
H (-2.4937, 0.8533, 2.8769)  0.14
H (-3.6995, 0.1501, -4.6460)  0.38
H (2.0740, -4.8105, -3.9039)  0.33
H (-0.5593, -1.5570, -3.8041)  0.22
H (-1.6660, 2.5905, 1.2055)  0.30
Cl (-1.9419, -3.1058, -2.0116)  -0.72
H (-5.6060, 1.2491, 0.3983)  0.37
H (2.0519, -2.8783, -2.1506)  0.43
H (3.2011, 0.5634, 3.4504)  0.27
H (-0.5274, 6.2115, -2.3613)  0.33
H (-1.6964, 7.3463, -0.4839)  0.35
H (1.2656, 2.8671, 4.3895)  0.40
H (-3.8731, 3.5244, 1.5080)  0.18
H (2.2403, -6.3961, -3.0984)  0.28
H (1.1301, -6.8302, -1.3388)  0.32
H (3.4771, -1.2217, 3.4642)  0.36
C (-2.3660, 6.5594, -0.0954)  -1.72
C (0.8740, -0.8199, 2.9578)  -0.66
H (0.9497, -1.8709, 3.2866)  0.14
H (0.9138, -0.1762, 3.8483)  0.34
C (-4.5490, 1.1089, 0.1473)  -1.05
O (-2.8436, -0.7081, 1.5812)  -0.53
H (2.9307, -0.6452, 0.2594)  0.51
Pt (-0.5564, -1.7542, -0.8203)  0.91
C (-0.3033, 2.6811, 2.9088)  -0.88
C (1.0101, 2.9386, 3.3289)  -0.54
H (2.3886, 3.7153, 0.2768)  0.39
H (-4.3689, 0.0901, -0.1984)  0.28
H (-1.0944, 2.4519, 3.6327)  0.14
C (3.2898, -0.3420, 2.8287)  -1.10
N (1.5668, -4.8689, -1.8664)  0.40
H (2.9926, 3.5398, 2.7080)  0.38
Cl (-1.5651, 0.2386, -1.0100)  -0.41
H (-5.2537, 2.6161, 2.1650)  0.35
C (1.6468, 3.4011, 1.0210)  -0.65
C (-0.1250, 3.4271, -0.8093)  -0.71
N (-3.7305, 1.4196, 1.3145)  0.39
C (-1.5089, 2.3030, -4.0583)  -0.84
C (-1.7480, 5.2334, -0.0222)  -0.60
Si (-1.6248, 0.6325, -3.3079)  0.52
H (-3.2907, 6.5870, -0.6947)  0.33
C (-1.1633, 4.5625, -1.1084)  1.56
H (-0.0483, -0.6578, 2.3991)  -0.11
H (4.1051, -0.2252, 2.1057)  0.29
C (1.9723, -0.5757, 0.7994)  -0.57
O (0.7154, -3.2816, -0.5688)  -0.56
H (-2.6466, 6.8078, 0.9341)  0.38
C (2.3865, -5.3202, -2.9846)  -0.94
C (-4.1574, 2.6085, 2.0481)  -0.80
H (-2.1527, 5.5513, -2.6965)  0.37
H (-3.9885, -0.2491, -2.9281)  0.21
C (-3.2395, -0.2842, -3.7386)  -0.99
C (-2.9839, 0.4551, 1.9584)  0.12
H (-3.6831, 2.6318, 3.0385)  0.30
H (1.1113, -5.6459, 0.0256)  0.21
N (3.7047, -2.9537, 0.0905)  -0.73
H (0.6048, -0.4969, -3.0148)  0.18
H (-0.2331, -5.7042, -1.1624)  0.22
C (-0.2116, -0.5182, -3.7448)  -1.11
O (0.8807, -0.4665, 0.1741)  -0.69
N (2.0344, -0.5353, 2.1288)  0.98
H (-1.8235, 4.6979, 0.9078)  0.55
H (-3.0263, -1.3534, -3.9292)  0.27
H (3.4432, -5.1004, -2.8144)  0.34
C (3.2563, -3.3123, 1.1306)  0.28
C (0.3050, 3.1722, 0.5861)  0.55
H (-2.2965, 2.9879, -3.7235)  0.21
C (-0.6359, 2.7613, 1.5533)  0.80
Se (2.5900, -3.8692, 2.7058)  -0.41
C (0.8509, -5.8267, -1.0266)  -0.72
C (-1.1137, 5.2853, -2.4395)  -1.64
O (-1.4720, 3.1621, -1.2445)  -0.35
H (-1.6240, 2.1605, -5.1451)  0.55
H (-0.7196, 4.6694, -3.2563)  0.38
H (0.6172, 3.2583, -1.5993)  0.46
H (0.1899, -0.2169, -4.7191)  0.55
C (1.9759, 3.3025, 2.3777)  -0.68
H (-4.2994, 1.8134, -0.6551)  0.23

Summary:
Max |F|: 3.92 eV Å⁻¹
Total energy: -141250.945 eV
HOMO (alpha / beta): -0.056 / -0.136 hartree
LUMO energy (alpha / beta): 2.1 / 1.7 eV
Kohn-Sham gap (alpha / beta): 3.64 / 5.44 eV
Molar mass: 824.7 g mol⁻¹
2S+1: 3
Energy relative to the best compared isomer or geometry (same formula, charge and spin): 294.9 kJ/mol
Total charge: -1

***

# 5
The following is a DFT calculation (ωB97M-V/def2-TZVPD) of an isolated molecule of CH2N4O3 at a distorted geometry.

Each line ends with the Mulliken charge.
Atoms and positions in Å:
N (0.2786, 0.0410, 0.1581)  -0.11
C (-1.9303, -0.5666, -0.0898)  0.40
N (-2.7951, -1.1620, 0.3596)  -0.37
O (2.4691, -0.0556, 0.1096)  -0.54
N (1.4858, -0.3841, -0.4173)  1.12
H (0.6291, 1.1314, 2.0070)  0.36
O (1.3809, -1.1540, -1.3592)  -0.59
N (-0.8886, 0.1241, -0.5280)  -0.10
H (-1.2156, 0.7522, -1.2290)  0.24
O (0.5861, 1.2736, 0.9889)  -0.41

Summary:
SMILES string: N#CNN(O)[N+](=O)[O-]
Max |F|: 4.38 eV Å⁻¹
Total energy: -13164.676 eV
HOMO: -0.404 hartree
LUMO energy: -0.2 eV
Kohn-Sham gap: 10.84 eV
Molar mass: 118.1 g mol⁻¹
2S+1: 1
Energy relative to the best compared isomer or geometry (same formula, charge and spin): 231.6 kJ/mol
Total charge: 0

***

# 6
The following is a DFT calculation (ωB97M-V/def2-TZVPD) of a structure of composition C35H41F3IrN6Si2 at a distorted geometry.

Each line ends with the Mulliken charge.
Atoms and positions in Å:
C (-0.5488, 2.0662, 3.5221)  -0.98
Si (-2.2324, -2.5787, -1.6216)  0.55
C (2.5600, -2.3747, 0.6557)  -1.52
H (1.7613, -2.3150, -0.0793)  -0.11
H (5.3710, 0.7320, -1.7828)  0.45
H (-2.8095, -0.5902, -0.2194)  -0.41
C (2.4791, -1.5876, -3.5155)  -1.45
H (-3.7369, 3.4290, -0.1175)  0.43
C (2.3841, -2.6792, -4.3342)  -1.16
F (-3.4021, -3.5391, 5.6577)  -0.27
C (-2.7964, -3.0645, -3.3572)  -1.49
C (-0.6732, -2.9571, 1.8299)  -0.79
H (-3.8485, -2.7959, -3.4657)  0.52
H (-0.1420, 2.0260, 4.5199)  0.55
H (2.8514, 1.4996, 0.8824)  0.14
H (3.1139, -2.8287, -5.1176)  0.47
C (2.7591, -0.7184, 4.0315)  -1.18
C (-1.5347, 2.9893, 3.2190)  -1.47
N (-0.6444, 1.2299, 1.3071)  0.93
H (1.5263, 0.8872, 4.7177)  0.52
H (-4.2507, 3.5395, -2.5296)  0.50
H (4.6770, -0.8771, -1.9211)  0.45
C (-2.4969, -4.1558, 4.8951)  0.66
H (-2.7243, -4.1418, -3.5084)  0.41
C (1.5348, -1.3575, -2.4825)  1.48
H (-2.6170, -0.3656, 2.1778)  0.48
Ir (-0.0561, -0.3438, -0.1664)  3.78
C (-2.0516, -3.2897, 3.7385)  0.19
C (2.8161, 1.9244, -3.1165)  -1.19
Si (2.9059, 0.8752, -1.5430)  0.14
H (-3.5727, -0.4652, -1.8075)  0.25
N (-0.5876, -1.9064, -1.5542)  0.05
H (0.2623, 0.5811, -3.1820)  -0.43
H (-0.7510, 1.1578, -4.5211)  0.68
C (0.4039, -2.2441, -2.3874)  0.77
H (-1.4739, -4.6135, -0.3359)  0.34
H (-3.1250, -4.7873, -0.9163)  0.52
C (-1.5762, 1.4624, -2.5773)  0.60
H (3.4923, -2.0772, 0.1725)  0.29
H (-0.5885, -4.7152, 3.0586)  0.53
H (1.3889, 2.0505, 0.0511)  0.00
N (1.6087, -0.3395, -1.6243)  -0.37
F (-1.4496, -4.4777, 5.6661)  -0.24
C (0.9984, 0.2494, 2.7347)  0.34
H (2.9402, 1.3344, -4.0246)  0.35
H (3.2757, -0.8743, -3.6676)  0.41
C (-2.4149, -4.0819, -0.4830)  -1.25
H (3.8132, -2.3035, 3.0441)  0.63
C (-2.6117, 2.2662, -3.0602)  -1.09
C (-3.3143, -1.1553, -1.0025)  -0.52
H (-1.8757, 3.6878, 3.9708)  0.50
H (3.6135, 2.6691, -3.0975)  0.47
H (-0.4182, -4.1140, -3.0731)  0.52
C (-2.0492, 3.0337, 1.9359)  -0.94
C (-0.1010, 1.2047, 2.5294)  0.59
C (-2.1759, -1.3302, 2.4000)  -0.56
C (-1.5883, 2.1221, 0.9925)  0.15
H (3.3298, -0.7761, 4.9479)  0.50
C (-2.6303, -2.0564, 3.4886)  -1.22
C (2.4678, 1.9313, -0.0432)  -1.02
H (2.9043, 2.9264, -0.1424)  0.64
H (-4.2468, -1.5452, -0.5913)  0.61
H (-1.1736, -0.3237, -3.6587)  -0.24
F (-3.0385, -5.2922, 4.4423)  -0.23
C (2.2691, -1.4686, 1.8109)  0.45
H (2.6807, -3.4038, 0.9938)  0.59
H (-3.4128, -1.6684, 4.1244)  0.57
C (4.6068, 0.0659, -1.3793)  -1.32
H (-2.8029, -3.7864, 0.4917)  0.24
N (1.2826, -0.5703, 1.7061)  0.67
C (-3.1223, 2.8904, -0.8217)  -1.25
C (-1.0535, -3.7533, 2.8931)  -1.41
H (-2.7866, 3.7750, 1.6731)  0.49
H (-2.7821, 2.3258, -4.1254)  0.55
H (1.8688, 2.4601, -3.1918)  0.31
N (-1.2153, -1.7643, 1.5855)  1.45
C (1.7334, 0.2079, 3.9066)  -0.68
H (1.2933, -4.4986, -4.7734)  0.45
C (-2.0492, 2.1227, -0.4052)  0.96
H (0.0888, -3.2954, 1.1401)  0.67
C (0.3825, -3.3994, -3.2034)  -1.09
H (4.8671, -0.1253, -0.3370)  0.35
C (-0.7539, 0.6785, -3.5448)  -0.27
C (3.0256, -1.5665, 2.9779)  -1.10
H (-2.2378, -2.5788, -4.1582)  0.37
C (1.3436, -3.6140, -4.1540)  -0.98
N (-1.3234, 1.3847, -1.2655)  0.67
C (-3.4116, 2.9561, -2.1766)  -0.96

Summary:
Max |F|: 2.41 eV Å⁻¹
Total energy: -72638.448 eV
HOMO (alpha / beta): -0.459 / -0.489 hartree
LUMO energy (alpha / beta): -6.5 / -6.7 eV
Kohn-Sham gap (alpha / beta): 5.99 / 6.63 eV
Molar mass: 851.1 g mol⁻¹
2S+1: 2
Total charge: +2

***

# 7
The following is a DFT calculation (ωB97M-V/def2-TZVPD) of a cluster of 2 separate species, C4H13NO3 in total at a distorted geometry.

Each line ends with the Mulliken charge.
Atoms and positions in Å:
H (-0.1639, -1.8293, -0.5027)  0.36
H (0.5757, -0.7094, -1.6061)  0.28
O (3.6970, -2.0501, -0.1251)  -0.65
C (-1.3818, -0.0794, -0.7659)  -0.21
H (-2.5706, 1.6117, 1.0579)  0.20
H (-1.8534, -1.2827, 0.7877)  0.38
H (2.9185, -1.6683, -0.5442)  0.33
C (-0.8027, 1.1697, 0.0187)  0.10
H (-0.1483, 1.8611, -0.5104)  0.41
H (2.1956, 0.8034, 1.3341)  0.30
H (0.1279, 1.3537, 1.9007)  0.33
H (-2.0899, 0.3711, -1.4633)  0.41
C (0.2116, 0.6152, 1.0603)  -0.45
O (1.5740, 0.7073, 0.6002)  -0.53
H (-1.5939, 2.8869, 0.7291)  0.29
H (4.5089, -1.7024, -0.5300)  0.31
H (-0.8583, -1.7356, -2.0309)  0.34
N (-1.9289, 1.9919, 0.3802)  -0.63
O (-2.2919, -0.8070, 0.0706)  -0.58
C (-0.3683, -1.0863, -1.2608)  -1.22
H (0.2425, -0.4214, 1.3999)  0.23

Summary:
SMILES string: C[C@@H](O)[C@@H](N)CO.O
Max |F|: 2.70 eV Å⁻¹
Total energy: -11990.197 eV
HOMO: -0.344 hartree
LUMO energy: 0.7 eV
Kohn-Sham gap: 10.07 eV
Molar mass: 123.2 g mol⁻¹
2S+1: 1
Energy relative to the best compared isomer or geometry (same formula, charge and spin): 219.4 kJ/mol
Total charge: 0

***

# 8
The following is a DFT calculation (ωB97M-V/def2-TZVPD) of an isolated molecule of C6H12O.

Each line ends with the Mulliken charge.
Atoms and positions in Å:
H (1.7698, 0.0108, 0.8384)  0.31
H (-0.6733, 0.2356, 2.4566)  0.45
H (-1.1116, 1.9155, -0.7050)  0.25
H (-0.7383, -2.0336, -0.3774)  0.36
H (-2.1163, -0.9537, -0.6654)  0.41
H (-0.1045, -1.3712, 1.9767)  0.38
C (-1.0228, -1.0182, -0.7095)  -1.61
H (1.0796, 0.3536, -2.1424)  0.34
H (1.9136, -1.0646, -1.4587)  0.34
H (-0.6892, -0.8867, -1.7420)  0.37
C (-0.7428, -0.5281, 1.6770)  -1.73
C (1.7165, 0.0050, -1.3215)  -1.56
C (-0.3965, -0.0351, 0.2701)  1.59
H (2.6646, 0.5457, -1.3944)  0.39
O (0.8173, 1.7319, 0.1066)  -0.44
C (-0.5937, 1.5062, 0.1728)  -0.83
H (-1.7707, -0.9095, 1.6955)  0.39
C (1.0950, 0.3227, 0.0282)  0.27
H (-1.0167, 1.9628, 1.0790)  0.31

Summary:
SMILES string: C[C@H]1OCC1(C)C
Max |F|: 0.50 eV Å⁻¹
Total energy: -8463.158 eV
HOMO: -0.350 hartree
LUMO energy: 0.9 eV
Kohn-Sham gap: 10.47 eV
Molar mass: 100.2 g mol⁻¹
2S+1: 1
Energy relative to the best compared isomer or geometry (same formula, charge and spin): 115.4 kJ/mol
Total charge: 0